A 2-piece molecular cluster, C2HClF2S overall, computed with ωB97M-V/def2-TZVPD.

Summary:
HOMO (alpha / beta) in eV: -9.353 / -9.617
Charge: 0
HOMO-LUMO gap (alpha / beta) in eV: 9.34 / 7.08
2S+1: 3
Lowest unoccupied orbital energy (alpha / beta) in eV: -0.008 / -2.539
ΔE to the lowest compared entry with this formula, charge and spin in kcal/mol: 50.1

Last column: Mulliken charge in e.
Element x y z (Å)
C  0.51199  -0.00379  -0.49814  0.15
C  -0.05975  -0.26482  0.70498  0.39
F  0.46806  -0.02019  1.85708  -0.17
F  -0.87794  -1.33596  0.85384  -0.18
S  0.41837  -1.12785  -1.78827  -0.11
Cl  1.35427  1.46938  -0.66661  -0.12
H  -1.81499  1.28323  -0.46289  0.04

Cartesian forces, eV/Å:
-0.1301 -0.8408 -2.0188
-0.3714 -3.6137 0.6414
-0.0910 1.2582 0.5321
0.6168 1.4968 -0.3078
-0.2140 1.0724 1.0666
0.4538 0.4651 0.1976
-0.2642 0.1618 -0.1111